--- one ---
C3H7N3O | the ωB97M-V functional and the def2-TZVPD basis

Each line ends with the Löwdin charge.
Element x y z (Å)
N 1.778 -1.029 -1.211  0.015
N 1.244 -1.081 0.114  -0.015
C 0.122 -0.473 0.533  -0.533
O -0.333 -0.457 1.652  0.064
N -0.427 0.374 -0.531  -0.030
C -0.725 1.803 -0.008  -0.052
C -1.773 0.825 -0.343  -0.171
H 0.916 -1.207 -1.776  0.083
H 1.872 0.029 -1.399  0.107
H 1.719 -1.718 0.696  0.123
H -0.567 2.592 -0.671  0.078
H -0.584 1.944 1.068  0.113
H -2.280 0.944 -1.280  0.099
H -2.323 0.295 0.446  0.119

SMILES: NNC(=O)N1CC1
E_LUMO in eV: 1.028
Kohn-Sham gap in eV: 10.5

***

--- two ---
C3H7N3O | the ωB97M-V functional and the def2-TZVPD basis

Each line ends with the Löwdin charge.
Element x y z (Å)
C -0.563 -0.325 1.634  -0.041
N 0.765 0.336 -0.425  -0.145
C -0.560 0.218 0.211  -0.515
C 0.967 -0.729 -1.163  -0.244
O 1.301 1.586 -0.753  0.020
N -1.337 1.224 -0.150  0.108
N 1.786 -1.291 -1.892  0.167
H 0.487 2.137 -0.747  0.093
H -2.190 1.260 0.403  0.052
H 1.521 -2.002 -2.562  0.075
H -0.441 -1.048 -0.521  0.188
H 0.227 -1.060 1.800  0.077
H -0.437 0.497 2.341  0.084
H -1.525 -0.805 1.824  0.080

E_LUMO in eV: -0.364
Kohn-Sham gap in eV: 8.2

***

Relative calculated energies, zero for the most stable structure, unit hartree: one 0.0000; two 0.1403.

***

--- one ---
C3H7N3O | the ωB97M-V functional and the def2-TZVPD basis

Each line ends with the Löwdin charge.
Element x y z (Å)
H 1.606 1.214 -0.874  0.074
N 0.722 1.218 -0.355  0.172
C 0.357 0.017 -0.198  -0.363
N -0.791 -0.347 0.544  0.032
C -1.796 0.425 0.470  -0.023
C 1.197 -1.137 -0.732  -0.491
N 0.744 -2.367 -0.408  0.172
O 2.187 -0.907 -1.405  0.050
H -1.825 1.294 -0.194  0.073
H -2.669 0.219 1.090  0.077
H -0.028 -2.462 0.235  0.090
H 1.285 -3.171 -0.684  0.117
H -0.716 3.186 1.492  0.027
H -0.273 2.818 1.017  -0.009

SMILES: [H]/N=C(/N=C)C(N)=O.[H][H]
E_LUMO in eV: -0.021
Kohn-Sham gap in eV: 10.3

***

--- two ---
C3H7N3O | the ωB97M-V functional and the def2-TZVPD basis

Each line ends with the Löwdin charge.
Element x y z (Å)
C -0.531 -0.842 0.238  -0.160
C 1.323 0.741 -0.449  -0.266
C 0.005 1.413 -0.030  -0.096
N 1.128 -0.670 -0.714  0.056
N -0.870 0.362 0.507  -0.292
N -1.107 -2.039 0.456  0.147
O -1.938 0.681 1.139  -0.126
H 1.742 1.255 -1.317  0.113
H 2.041 0.806 0.374  0.107
H 0.154 2.163 0.748  0.124
H -0.520 1.888 -0.864  0.125
H 0.781 -0.827 -1.655  0.060
H -0.536 -2.847 0.272  0.100
H -1.673 -2.084 1.296  0.108

E_LUMO in eV: 0.795
Kohn-Sham gap in eV: 8.6

***

--- three ---
C3H7N3O | the ωB97M-V functional and the def2-TZVPD basis

Each line ends with the Löwdin charge.
Element x y z (Å)
H -0.047 -1.924 2.925  0.057
N -0.256 -1.356 2.105  0.144
C 0.742 -1.329 1.344  -0.285
O 0.707 -0.663 0.146  -0.006
C 0.434 0.681 0.158  -0.530
N 0.813 1.402 1.130  0.143
H 0.536 2.372 1.002  0.049
N -0.169 1.039 -1.021  0.002
C -0.860 0.086 -1.872  -0.086
H 1.694 -1.851 1.469  0.132
H -0.471 1.999 -1.064  0.129
H -1.567 -0.535 -1.311  0.087
H -0.147 -0.569 -2.380  0.082
H -1.411 0.646 -2.631  0.084

SMILES: [H]/N=C/O/C(=N/[H])NC
E_LUMO in eV: 0.933
Kohn-Sham gap in eV: 10.0

***

--- four ---
C3H7N3O | the ωB97M-V functional and the def2-TZVPD basis

Each line ends with the Löwdin charge.
Element x y z (Å)
C -2.095 -0.801 0.090  -0.151
N -0.778 -0.109 0.039  -0.114
C -0.752 1.252 0.081  -0.235
N 0.422 1.892 0.002  0.019
C 1.556 0.953 -0.003  -0.188
N 1.653 -0.345 0.083  -0.144
O 3.014 -0.582 0.133  -0.153
H -3.015 -0.264 -0.609  0.132
H -1.909 -1.935 -0.537  0.122
H -2.235 -1.244 1.218  0.103
H 0.137 -0.673 -0.257  0.111
H -1.637 1.924 0.159  0.129
H 2.648 1.430 0.149  0.155
H 2.991 -1.498 -0.549  0.213

SMILES: CN/C=N\C=N\O
E_LUMO in eV: 0.650
Kohn-Sham gap in eV: 9.4

***

Relative calculated energies, zero for the most stable structure, unit hartree: one 0.0172; two 0.1161; three 0.0000; four 0.1658.

***

--- one ---
C3H7N3O | the ωB97M-V functional and the def2-TZVPD basis

Each line ends with the Löwdin charge.
Element x y z (Å)
H -3.927 -0.850 -0.543  0.039
N -3.148 -0.770 0.105  0.079
C -2.206 -0.101 -0.420  -0.279
N -1.051 0.130 0.309  0.088
C 0.151 0.487 -0.299  -0.557
O 0.251 0.718 -1.489  0.065
N 1.202 0.514 0.586  0.000
C 2.488 -0.029 0.189  -0.077
H -2.170 0.335 -1.421  0.129
H -1.008 -0.384 1.179  0.138
H 0.981 0.503 1.569  0.126
H 2.399 -0.409 -0.831  0.087
H 2.753 -0.865 0.848  0.083
H 3.284 0.720 0.218  0.079

SMILES: [H]/N=C/NC(=O)NC
E_LUMO in eV: 0.780
Kohn-Sham gap in eV: 10.5

***

--- two ---
C3H7N3O | the ωB97M-V functional and the def2-TZVPD basis

Each line ends with the Löwdin charge.
Element x y z (Å)
C 0.929 -2.343 -1.213  -0.141
N -0.091 -1.355 -0.913  -0.120
C 0.156 -0.163 -0.221  -0.159
N -0.914 0.118 0.535  0.023
C -1.005 1.320 1.172  -0.279
N -0.283 2.315 0.781  -0.029
O -0.717 3.589 1.363  -0.153
H 0.839 -2.970 -2.148  0.083
H 1.856 -1.614 -1.033  0.106
H 1.019 -3.105 -0.342  0.093
H -0.854 -1.946 -0.420  0.159
H 1.169 0.401 -0.265  0.158
H -1.612 1.488 2.099  0.132
H -0.491 4.264 0.605  0.128

SMILES: CN/C=N/C=N/O
E_LUMO in eV: 0.546
Kohn-Sham gap in eV: 9.0

***

--- three ---
C3H7N3O | the ωB97M-V functional and the def2-TZVPD basis

Each line ends with the Löwdin charge.
Element x y z (Å)
H 0.922 -1.110 -3.878  0.038
N 1.135 -0.459 -3.126  0.075
C 0.553 -0.827 -2.059  -0.281
N 0.704 -0.086 -0.899  0.090
C -0.140 -0.269 0.196  -0.552
O -0.955 -1.175 0.243  0.049
N 0.028 0.659 1.182  0.006
C -0.861 0.712 2.323  -0.073
H -0.093 -1.695 -1.916  0.128
H 1.237 0.767 -1.006  0.139
H 0.778 1.327 1.117  0.132
H -1.695 0.039 2.119  0.084
H -1.245 1.729 2.457  0.083
H -0.368 0.390 3.247  0.083

SMILES: [H]/N=C/NC(=O)NC
E_LUMO in eV: 0.789
Kohn-Sham gap in eV: 10.4

***

--- four ---
C3H7N3O | the ωB97M-V functional and the def2-TZVPD basis

Each line ends with the Löwdin charge.
Element x y z (Å)
H -3.557 1.080 -0.663  0.041
N -2.874 0.844 0.052  0.090
C -2.146 -0.115 -0.337  -0.282
N -1.127 -0.582 0.502  0.080
C 0.140 -0.663 -0.104  -0.554
O 0.282 -1.114 -1.225  0.058
N 1.162 -0.165 0.665  0.010
C 2.409 0.207 0.017  -0.075
H -2.185 -0.641 -1.294  0.128
H -1.172 -0.122 1.404  0.125
H 0.899 0.388 1.467  0.128
H 2.488 -0.379 -0.900  0.082
H 3.264 -0.013 0.665  0.081
H 2.416 1.274 -0.250  0.088

SMILES: [H]/N=C/NC(=O)NC
E_LUMO in eV: 0.854
Kohn-Sham gap in eV: 10.7

***

Relative calculated energies, zero for the most stable structure, unit hartree: one 0.0074; two 0.1635; three 0.0000; four 0.0100.

***

--- one ---
C3H7N3O | the ωB97M-V functional and the def2-TZVPD basis

Each line ends with the Löwdin charge.
Element x y z (Å)
H -2.139 -0.047 -0.787  -0.015
N -1.967 -0.262 0.179  0.095
C -0.620 -0.286 0.301  -0.383
N 0.031 -0.118 -0.911  -0.075
N -0.780 -0.027 -2.168  0.010
C 0.303 -0.442 1.420  -0.406
C 1.235 0.614 1.567  -0.111
O 1.600 -0.776 1.247  0.009
H 1.136 -0.157 -1.203  0.210
H -0.451 0.691 -2.720  0.031
H -0.575 -0.917 -2.745  0.123
H -0.183 -0.831 2.439  0.194
H 1.050 1.443 0.714  0.156
H 1.361 1.115 2.667  0.162

SMILES: [H]/N=C(\NN)[C@@H]1CO1
E_LUMO in eV: 0.730
Kohn-Sham gap in eV: 9.4

***

--- two ---
C3H7N3O | the ωB97M-V functional and the def2-TZVPD basis

Each line ends with the Löwdin charge.
Element x y z (Å)
C 2.037 0.479 -0.145  -0.089
N 0.938 0.106 0.720  0.011
C -0.306 -0.183 0.207  -0.560
O -0.416 -0.751 -1.116  -0.006
N -1.215 -1.236 0.743  0.126
C -1.745 -0.664 -0.516  -0.315
N -1.530 0.716 -0.042  0.115
H 1.929 -0.074 -1.082  0.084
H 2.971 0.161 0.327  0.081
H 2.101 1.556 -0.363  0.080
H 0.938 0.453 1.666  0.133
H -1.752 -0.837 1.520  0.099
H -2.606 -1.042 -1.067  0.148
H -1.344 1.316 -0.852  0.093

E_LUMO in eV: 1.009
Kohn-Sham gap in eV: 10.4

***

--- three ---
C3H7N3O | the ωB97M-V functional and the def2-TZVPD basis

Each line ends with the Löwdin charge.
Element x y z (Å)
N 0.013 -2.216 -1.276  -0.038
N -0.129 -1.668 0.159  -0.042
C -0.004 -0.338 0.510  -0.550
O 0.108 -0.226 1.745  0.006
N 0.082 0.647 -0.559  -0.033
C 0.714 2.053 -0.137  -0.126
C -0.724 1.918 -0.261  -0.135
H -0.907 -2.063 -1.884  0.094
H 0.609 -1.348 -1.669  0.095
H -0.522 -2.549 0.782  0.215
H 1.291 2.637 -0.960  0.128
H 1.142 2.055 0.916  0.119
H -1.343 2.484 -0.968  0.111
H -0.808 1.452 0.880  0.155

SMILES: NNC(=O)N1CC1
E_LUMO in eV: 1.001
Kohn-Sham gap in eV: 10.3

***

Relative calculated energies, zero for the most stable structure, unit hartree: one 0.0498; two 0.0000; three 0.0555.